Record 1
Molecular formula: C3H7OP
Method: DFT, ωB97M-V/def2-TZVPD

ORCA input file:
```
! RIJCOSX wB97M-V def2-TZVPD def2/J DEFGRID3
* xyz 0 1
C -0.850 1.522 -1.114
C -0.111 0.433 -1.236
P -0.414 -1.031 -0.261
C 0.670 -1.213 1.120
O -0.352 -2.395 -1.277
H -0.661 2.318 -1.681
H -1.568 1.588 -0.334
H 0.820 0.488 -1.899
H -1.552 -0.550 0.481
H 0.781 -0.318 1.701
H 0.415 -2.074 1.733
H 1.466 -1.348 0.538
*
```

Calculated values
- HOMO: -9.49 eV
- Structure (SMILES): C=C[P@H](C)=O
- Strongest force on any atom: 7.01 eV Å⁻¹
- Energy relative to the best compared isomer or geometry (same formula, charge and spin): 32.77 kcal/mol

Here are the Löwdin charges for atoms 1 to 8, given in e:
1 C -0.031
2 C -0.294
3 P 0.724
4 C -0.221
5 O -0.500
6 H 0.015
7 H 0.045
8 H 0.111



Record 2
Molecular formula: C99H216N5O5
Method: DFT, ωB97M-V/def2-TZVPD

ORCA input file:
```
! RIJCOSX wB97M-V def2-TZVPD def2/J DEFGRID3
* xyz 0 6
C 4.812 -0.070 2.067
C 4.655 -0.879 0.734
C 5.894 -1.435 0.081
C 6.625 -2.357 1.026
C 7.785 -3.108 0.385
C 8.458 -4.059 1.368
H 5.423 0.813 1.980
H 5.233 -0.720 2.810
H 3.816 0.321 2.330
H 3.994 -1.723 0.914
H 4.021 -0.231 0.056
H 6.548 -0.527 -0.157
H 5.573 -2.013 -0.809
H 7.024 -1.733 1.831
H 5.907 -3.052 1.429
H 7.365 -3.650 -0.450
H 8.515 -2.408 -0.104
H 7.648 -4.595 1.832
H 9.089 -4.813 0.879
H 9.039 -3.495 2.113
C -3.586 -5.265 -7.957
C -2.761 -5.040 -6.612
C -3.404 -4.019 -5.690
C -2.536 -3.693 -4.493
C -3.117 -2.619 -3.569
C -2.217 -2.333 -2.360
H -3.206 -6.146 -8.525
H -3.590 -4.340 -8.572
H -4.677 -5.520 -7.798
H -2.682 -6.048 -6.157
H -1.769 -4.647 -6.842
H -4.310 -4.521 -5.331
H -3.702 -3.140 -6.270
H -2.312 -4.621 -3.967
H -1.598 -3.352 -4.880
H -3.384 -1.657 -4.085
H -4.049 -3.004 -3.169
H -1.261 -1.884 -2.671
H -2.738 -1.628 -1.692
H -1.996 -3.248 -1.795
C -3.800 1.020 -7.035
C -2.737 0.027 -7.462
C -1.443 -0.005 -6.557
C -0.645 -1.271 -6.962
C 0.729 -1.245 -6.306
C 1.599 -2.506 -6.536
H -3.426 2.050 -7.279
H -3.897 0.922 -5.970
H -4.687 0.796 -7.577
H -3.221 -0.930 -7.467
H -2.443 0.155 -8.483
H -1.730 0.009 -5.535
H -0.861 0.882 -6.833
H -1.117 -2.202 -6.632
H -0.699 -1.231 -8.045
H 1.339 -0.441 -6.704
H 0.632 -1.102 -5.228
H 1.891 -2.622 -7.599
H 2.488 -2.529 -5.951
H 0.976 -3.381 -6.246
C -0.677 3.946 -2.045
C -1.477 4.115 -3.334
C -0.853 3.369 -4.491
C 0.460 4.032 -4.908
C 1.019 3.616 -6.264
C 2.357 4.216 -6.476
H -0.685 2.924 -1.676
H -1.061 4.625 -1.261
H 0.354 4.156 -2.227
H -2.458 3.798 -3.069
H -1.634 5.179 -3.538
H -1.521 3.309 -5.348
H -0.727 2.347 -4.185
H 0.279 5.127 -4.929
H 1.198 3.931 -4.135
H 1.028 2.496 -6.350
H 0.314 3.927 -7.062
H 3.028 4.151 -5.610
H 2.953 3.917 -7.359
H 2.099 5.300 -6.605
C 6.923 -5.712 7.237
C 6.748 -4.496 6.349
C 5.454 -4.634 5.532
C 5.056 -3.265 4.947
C 3.786 -3.395 4.095
C 2.430 -3.192 4.760
H 6.996 -6.641 6.591
H 6.035 -5.955 7.806
H 7.819 -5.675 7.897
H 6.688 -3.637 7.029
H 7.569 -4.191 5.666
H 4.661 -4.994 6.204
H 5.645 -5.346 4.719
H 4.821 -2.547 5.741
H 5.843 -2.824 4.352
H 3.799 -2.589 3.349
H 3.826 -4.409 3.616
H 2.180 -2.242 5.270
H 1.614 -3.287 4.009
H 2.143 -3.963 5.545
C 2.157 1.118 -3.099
C 1.124 0.224 -2.403
C 0.968 0.672 -0.956
C -0.070 -0.081 -0.172
C -0.119 0.423 1.285
C 0.831 -0.363 2.238
H 3.171 0.851 -2.749
H 1.974 2.186 -2.833
H 2.166 1.094 -4.186
H 0.199 0.256 -2.995
H 1.432 -0.824 -2.463
H 0.734 1.736 -0.950
H 1.869 0.513 -0.327
H -1.029 0.060 -0.754
H 0.116 -1.127 -0.209
H 0.201 1.488 1.345
H -1.115 0.398 1.743
H 0.720 -0.177 3.318
H 0.594 -1.475 2.154
H 1.927 -0.151 1.978
C 3.937 1.155 -8.267
C 5.101 1.649 -7.419
C 5.854 0.590 -6.664
C 5.031 -0.137 -5.606
C 5.849 -0.835 -4.520
C 5.220 -2.056 -3.798
H 3.559 1.996 -8.868
H 3.087 0.752 -7.712
H 4.273 0.432 -9.015
H 5.775 2.158 -8.088
H 4.697 2.438 -6.765
H 6.734 1.039 -6.185
H 6.279 -0.134 -7.376
H 4.289 0.501 -5.095
H 4.318 -0.830 -6.194
H 6.798 -1.200 -4.879
H 6.237 -0.082 -3.766
H 5.961 -2.350 -3.091
H 4.348 -1.755 -3.264
H 5.024 -2.904 -4.449
C -3.491 1.272 -2.153
C -4.473 2.412 -2.220
C -5.084 2.732 -3.634
C -6.402 3.550 -3.531
C -7.126 3.887 -4.822
C -7.988 2.712 -5.246
H -2.544 1.512 -2.693
H -3.962 0.466 -2.705
H -3.289 0.925 -1.153
H -5.292 2.204 -1.499
H -4.088 3.380 -1.925
H -5.308 1.848 -4.205
H -4.356 3.351 -4.201
H -7.137 2.989 -2.984
H -6.198 4.454 -3.000
H -7.816 4.687 -4.572
H -6.404 4.216 -5.614
H -8.398 2.713 -6.213
H -7.437 1.748 -5.066
H -8.732 2.487 -4.471
C 5.289 3.504 -3.781
C 6.289 3.103 -2.733
C 5.810 2.156 -1.638
C 6.698 2.180 -0.384
C 8.258 2.208 -0.593
C 8.878 0.999 -1.260
H 4.893 2.642 -4.287
H 5.725 4.154 -4.564
H 4.431 4.034 -3.416
H 7.125 2.624 -3.292
H 6.741 4.014 -2.394
H 5.866 1.128 -2.073
H 4.799 2.214 -1.244
H 6.526 3.169 0.101
H 6.339 1.451 0.377
H 8.569 3.067 -1.193
H 8.646 2.325 0.425
H 9.898 1.154 -1.554
H 8.800 0.157 -0.559
H 8.386 0.702 -2.184
C -4.669 -0.695 3.641
C -5.074 -1.964 2.990
C -6.390 -2.558 3.339
C -7.004 -3.369 2.259
C -7.049 -2.886 0.906
C -5.744 -2.427 0.438
N -5.068 -1.603 1.454
O -4.003 -0.914 1.099
C -4.862 -3.504 -0.087
C -5.867 -1.622 -0.813
C -3.935 -2.867 3.351
H -5.550 0.054 3.625
H -3.728 -0.181 3.268
H -4.503 -0.905 4.700
H -6.238 -3.068 4.273
H -7.069 -1.751 3.485
H -8.045 -3.434 2.648
H -6.632 -4.407 2.155
H -7.752 -2.081 0.939
H -7.456 -3.435 0.100
H -5.456 -4.066 -0.827
H -4.023 -3.109 -0.635
H -4.399 -4.215 0.567
H -6.670 -0.902 -0.824
H -4.977 -0.970 -0.991
H -5.967 -2.323 -1.639
H -3.527 -2.746 4.382
H -3.031 -2.784 2.711
H -4.035 -3.932 3.137
C 1.270 -3.855 -3.438
C 1.734 -4.740 -2.097
C 2.842 -3.869 -1.431
C 2.940 -4.192 0.130
C 1.607 -3.751 0.805
C 0.542 -4.777 0.291
N 0.588 -4.679 -1.179
O -0.645 -5.322 -1.842
C 0.565 -6.135 0.951
C -0.900 -4.084 0.623
C 2.225 -6.077 -2.472
H 2.035 -3.478 -4.140
H 0.779 -3.023 -2.984
H 0.487 -4.385 -4.032
H 3.754 -4.298 -2.006
H 2.620 -2.784 -1.481
H 3.582 -3.431 0.609
H 3.161 -5.266 0.330
H 1.381 -2.714 0.498
H 1.729 -3.807 1.874
H 0.437 -5.927 2.031
H -0.126 -6.891 0.560
H 1.623 -6.453 0.951
H -1.711 -4.689 0.157
H -1.163 -4.089 1.712
H -0.968 -3.093 0.133
H 1.349 -6.713 -2.498
H 2.831 -6.532 -1.696
H 2.870 -6.104 -3.338
C -3.262 2.534 1.294
C -4.044 3.671 1.844
C -5.366 3.837 1.056
C -6.426 4.654 1.861
C -6.717 3.882 3.210
C -5.434 3.867 4.064
N -4.397 3.362 3.149
O -3.487 2.635 3.890
C -5.157 5.338 4.757
C -5.678 2.942 5.254
C -3.247 4.983 1.765
H -3.725 1.586 1.423
H -2.315 2.482 1.855
H -2.998 2.473 0.265
H -5.043 4.190 0.061
H -5.842 2.864 1.075
H -7.300 4.535 1.224
H -6.262 5.723 1.894
H -6.836 2.891 2.878
H -7.534 4.246 3.821
H -4.230 5.852 4.663
H -5.680 6.020 4.117
H -5.525 5.496 5.812
H -4.837 2.778 5.940
H -6.606 2.899 5.815
H -5.696 1.940 4.753
H -2.909 5.246 0.729
H -2.451 5.064 2.565
H -3.960 5.776 1.926
C -0.679 4.481 4.818
C 0.755 4.977 4.984
C 1.601 3.860 5.452
C 1.794 2.798 4.383
C 2.644 3.362 3.227
C 1.934 4.599 2.624
N 1.348 5.428 3.688
O 0.876 6.434 3.235
C 2.912 5.517 1.904
C 0.788 4.318 1.689
C 0.805 6.135 5.916
H -0.931 3.793 4.017
H -1.361 5.315 4.594
H -0.968 4.094 5.775
H 2.549 4.231 5.757
H 1.166 3.313 6.309
H 0.905 2.346 3.902
H 2.395 2.035 4.849
H 2.819 2.651 2.396
H 3.603 3.776 3.562
H 2.493 6.478 1.626
H 3.671 5.761 2.633
H 3.397 4.994 1.093
H 0.152 3.523 2.046
H 0.239 5.248 1.502
H 1.256 3.936 0.760
H 1.739 6.738 5.982
H 0.468 5.832 6.922
H -0.008 6.814 5.733
C -1.206 -1.364 5.157
C -1.387 -0.987 6.674
C -1.121 0.542 6.724
C -1.755 1.190 7.902
C -3.208 0.950 8.014
C -3.565 -0.482 8.130
N -2.810 -1.267 7.068
O -3.296 -2.373 6.711
C -3.143 -0.943 9.493
C -5.089 -0.704 7.924
C -0.486 -1.831 7.569
H -1.351 -2.401 4.786
H -0.157 -1.220 4.910
H -1.699 -0.770 4.440
H -0.044 0.758 6.701
H -1.651 0.947 5.811
H -1.549 2.253 7.986
H -1.276 0.712 8.745
H -3.530 1.097 6.936
H -3.760 1.640 8.649
H -3.349 -2.037 9.498
H -2.066 -0.978 9.535
H -3.523 -0.379 10.369
H -5.550 -0.165 7.088
H -5.485 -1.723 7.856
H -5.565 -0.239 8.810
H -0.891 -2.829 7.772
H -0.320 -1.304 8.478
H 0.541 -2.018 7.149
*
```

Calculated values
- HOMO (spin up / spin down): -7.31 / -9.02 eV
- Strongest force on any atom: 8.02 eV Å⁻¹
- Expectation value of S²: 8.773

Here are the Löwdin charges for atoms 1 to 8, given in e:
1 C -0.073
2 C -0.255
3 C -0.219
4 C -0.240
5 C -0.268
6 C -0.107
7 H 0.049
8 H 0.047



Record 3
Molecular formula: Ca2FK
Method: DFT, ωB97M-V/def2-TZVPD

ORCA input file:
```
! RIJCOSX wB97M-V def2-TZVPD def2/J DEFGRID3
* xyz 4 1
K -26.030 -9.334 4.046
Ca -22.103 -10.002 6.695
Ca -23.404 -6.535 6.683
F -23.692 -8.716 5.589
*
```

Calculated values
- HOMO: -30.82 eV
- Strongest force on any atom: 2.78 eV Å⁻¹

Table of Löwdin atomic charges, one value per atom, all in e:
1 K 0.998
2 Ca 1.877
3 Ca 1.885
4 F -0.760



Among the records above, which one has the highest strongest force on any atom? C99H216N5O5



What is the strongest force on any atom in the second record? 8.02 eV Å⁻¹